Entry 1:
Here is a cluster of 2 separate species, C25H29N3O6 in total in a non-equilibrium geometry from the Open Molecules 2025 dataset. Energies are from ωB97M-V/def2-TZVPD.

ORCA input file:
```
! RIJCOSX wB97M-V def2-TZVPD def2/J DEFGRID3
* xyz 0 1
O 1.0080 3.0942 -4.1524
O 0.7893 -1.6000 2.6509
O -0.2578 -4.0009 -1.0309
O -2.4485 6.0400 0.3611
O -1.1294 7.2057 -1.9120
O -1.2604 1.6920 -1.1985
C 0.1522 2.7057 -3.3663
C 1.5751 -1.1189 1.8497
C 0.0744 -3.3167 -0.0662
C 0.8320 -5.3003 4.7598
C 0.1552 -5.7274 3.6041
C 1.9997 -4.5268 4.6438
C -1.8287 3.8859 -0.4352
C -0.4869 5.0158 -2.6057
C 0.6403 -5.3719 2.3333
C 2.4823 -4.1672 3.3732
C -1.8080 5.2745 -0.5842
C -1.1460 5.8480 -1.6944
C -1.2078 3.0546 -1.3668
C -0.5222 3.6210 -2.4507
C 1.7968 -4.5761 2.2135
N -0.8355 -2.8110 0.7727
N -0.1714 1.3639 -3.2834
N 1.9602 -1.7076 0.7141
C 2.1645 0.2461 2.1194
C -2.2759 -3.0397 0.6820
C -2.1596 7.4471 0.2964
C -2.1042 7.9414 -1.1530
C 0.6465 0.2779 -3.7875
C -1.2717 0.9581 -2.4333
C 0.3693 -0.8147 -2.7636
C -1.0561 -0.5440 -2.2808
C 2.3135 -4.1774 0.8424
C 1.5776 -3.0189 0.1396
H 0.4543 -5.5652 5.7370
H -0.7379 -6.3291 3.6918
H 2.5188 -4.1969 5.5319
H -2.3454 3.4474 0.4109
H 0.0426 5.4599 -3.4453
H 0.1183 -5.7073 1.4478
H 3.3707 -3.5594 3.2906
H -0.4818 -2.3049 1.5792
H 2.6050 -1.1693 0.1596
H 1.8406 0.5811 3.1047
H 1.8124 0.9488 1.3653
H 3.2508 0.1849 2.0973
H -2.4745 -4.1061 0.5572
H -2.7635 -2.6902 1.5930
H -2.6838 -2.5031 -0.1753
H -2.9299 7.9994 0.8421
H -1.1993 7.6447 0.7835
H -3.0908 7.8293 -1.6147
H -1.8480 9.0048 -1.1666
H 1.7125 0.5290 -3.8226
H 0.3181 -0.0188 -4.7894
H -2.2275 1.1366 -2.9388
H 0.4767 -1.8175 -3.1894
H 1.0664 -0.7144 -1.9263
H -1.7702 -1.0817 -2.9119
H -1.1989 -0.8635 -1.2456
H 3.3717 -3.9236 0.9203
H 2.2495 -5.0557 0.1981
H 1.9765 -3.0115 -0.8750
*
```

Its lowest unoccupied orbital energy is 0.45 eV. The maximum force is 1.99 eV/Å. Its SMILES is O=C1c2cc3c(cc2O[C@@H]2CCCN12)OCCO3.CNC(=O)[C@H](Cc1ccccc1)NC(C)=O. As for the gap between HOMO and LUMO: 8.722 eV.

Entry 2:
Here is a cluster of 4 separate species, C3H15NO3 in total in a non-equilibrium geometry from the Open Molecules 2025 dataset. Energies are from ωB97M-V/def2-TZVPD.

ORCA input file:
```
! RIJCOSX wB97M-V def2-TZVPD def2/J DEFGRID3
* xyz 0 1
C -0.1578 1.3224 1.5360
C -1.1160 1.9157 0.5171
C -2.4176 0.9855 0.1639
N -0.2521 -0.1954 1.6740
H 0.9032 1.5226 1.3527
H -0.2977 1.6773 2.5690
H -1.3520 2.9888 0.6607
H -0.3798 1.8542 -0.3190
H -2.6844 1.0280 -0.8358
H -1.9579 -0.0739 0.1925
H -3.3056 1.2963 0.7126
H 0.5621 -0.5743 2.2559
H 0.1930 -0.6566 0.7752
H -0.1768 -1.3754 -2.0422
H 0.3959 -0.1948 -1.3276
O -0.4427 -0.5313 -1.6863
H 2.1574 0.0137 0.2069
H 2.2597 -0.6582 -0.8927
O 2.2620 0.2704 -0.6502
H 1.3911 -3.1855 -1.9424
H 2.4134 -4.1568 -1.6209
O 2.0026 -3.2727 -1.2992
*
```

Its lowest unoccupied orbital energy is 0.08 eV. The maximum force is 5.48 eV/Å. Its SMILES is CCCN.O.O.O. As for the gap between HOMO and LUMO: 9.414 eV.

> The highest maximum force belongs to which entry?

C3H15NO3

> What is the formula in the second record?

C3H15NO3

> Look up the gap between HOMO and LUMO of the second one.

9.414 eV